[1]
DFT (the ωB97M-V functional and the def2-TZVPD basis) results for C30H39IrN4O2P as an isolated structure.

Summary:
- Net charge: +2
- 2S+1: 6
- HOMO level (alpha / beta): -13.494 / -14.943 eV
- Relative energy (zero: lowest compared OMol25 entry of this formula, charge and spin): 0.0 kcal per mole

```
77
C30H39IrN4O2P (the ωB97M-V functional and the def2-TZVPD basis)
Ir -0.231 -0.678 -1.488
C 1.683 -3.912 -1.721
C 2.537 -2.719 -2.158
C 4.029 -3.039 -2.093
P 2.038 -1.222 -1.218
C 3.253 0.120 -1.491
C 3.272 0.484 -2.977
C 2.890 1.323 -0.620
C 2.144 -1.638 0.557
C 3.314 -1.973 1.193
C 3.350 -2.316 2.559
C 4.628 -2.694 3.227
C 2.142 -2.306 3.293
C 0.964 -1.953 2.708
C 0.930 -1.591 1.325
N -0.188 -1.191 0.736
C -1.424 -0.979 1.286
C -1.692 0.279 1.936
C -0.582 1.240 2.239
C -2.982 0.532 2.297
C -4.020 -0.414 2.079
C -5.417 -0.085 2.445
C -3.711 -1.670 1.503
C -2.444 -1.986 1.111
C -2.084 -3.332 0.569
H 1.889 -4.760 -2.374
H 0.614 -3.703 -1.787
H 1.927 -4.213 -0.700
H 2.271 -2.459 -3.188
H 4.326 -3.353 -1.091
H 4.659 -2.206 -2.404
H 4.239 -3.875 -2.761
H 4.235 -0.262 -1.199
H 2.297 0.867 -3.292
H 3.530 -0.363 -3.613
H 4.010 1.267 -3.151
H 1.894 1.697 -0.877
H 3.600 2.133 -0.791
H 2.908 1.084 0.445
H 4.247 -1.975 0.645
H 5.485 -2.582 2.567
H 4.582 -3.735 3.560
H 4.789 -2.087 4.120
H 2.163 -2.577 4.342
H 0.043 -1.935 3.278
H 0.233 1.173 1.518
H -0.161 1.014 3.223
H -0.945 2.266 2.251
H -3.230 1.473 2.773
H -5.468 0.643 3.253
H -5.990 -0.974 2.702
H -5.906 0.366 1.571
H -4.507 -2.394 1.378
H -2.974 -3.873 0.256
H -1.585 -3.920 1.344
H -1.412 -3.261 -0.284
N -2.133 -2.687 -3.028
C -1.450 -1.938 -2.467
O -4.053 6.030 1.245
C -2.966 6.473 0.485
N -2.636 5.555 -0.601
C -2.011 4.396 -0.330
O -1.661 4.070 0.796
C -1.757 3.454 -1.483
C -1.963 3.723 -2.830
C -1.690 2.736 -3.767
C -1.209 1.518 -3.338
N -0.981 1.264 -2.037
C -1.255 2.214 -1.138
H -3.728 5.455 1.944
H -2.071 6.593 1.091
H -3.235 7.424 0.037
H -3.130 5.663 -1.471
H -2.318 4.688 -3.167
H -1.848 2.907 -4.822
H -1.003 0.711 -4.030
H -1.065 1.993 -0.100
```

Charges per atom according to Mulliken partitioning, unit e: Ir 1.28; C -1.29; C 0.52; C -1.56; P 0.07; C 0.50; C -1.53; C -1.32; C -0.09; C -0.05; C 0.20; C -1.65; C -0.95; C -0.87; C 0.61; N 0.24; C -1.25; C 1.31; C -1.47; C -0.90; C 0.59; C -1.56; C -0.80; C 1.23; C -1.18; H 0.51; H 0.23; H 0.26; H 0.63; H 0.30; H 0.36; H 0.48; H 0.65; H 0.27; H 0.35; H 0.48; H 0.15; H 0.54; H 0.25; H 0.32; H 0.38; H 0.37; H 0.40; H 0.50; H 0.65; H 0.28; H 0.41; H 0.53; H 0.55; H 0.42; H 0.42; H 0.33; H 0.54; H 0.48; H 0.33; H 0.06; N -0.61; C -0.03; O -0.52; C -0.51; N -0.18; C 0.47; O -0.67; C -0.06; C -0.36; C -1.00; C -0.23; N -0.23; C 0.29; H 0.34; H 0.35; H 0.37; H 0.24; H 0.47; H 0.46; H 0.49; H 0.40

[2]
DFT (the ωB97M-V functional and the def2-TZVPD basis) results for C30H39N8OSc as an isolated structure.

Summary:
- Net charge: +2
- 2S+1: 1
- HOMO level: -12.095 eV
- Relative energy (zero: lowest compared OMol25 entry of this formula, charge and spin): 13.4 kcal per mole

```
79
C30H39N8OSc (the ωB97M-V functional and the def2-TZVPD basis)
Sc 0.599 -0.360 0.526
C 3.150 -3.892 -1.301
C 2.735 -2.886 -0.424
N 1.530 -2.336 -0.426
C 0.600 -2.876 -1.268
C 0.940 -3.877 -2.223
C 2.263 -4.361 -2.233
C -0.059 -4.397 -3.067
C -1.356 -3.994 -2.897
C -1.720 -3.080 -1.906
C -0.776 -2.490 -1.071
N -0.961 -1.661 0.011
C -2.059 -1.597 0.831
C -3.381 -1.953 0.573
C -4.366 -1.904 1.559
C -4.079 -1.543 2.848
C -2.753 -1.233 3.194
C -2.363 -1.008 4.529
C -1.034 -0.844 4.819
C -0.118 -0.805 3.765
N -0.446 -0.922 2.485
C -1.748 -1.208 2.187
H 4.156 -4.271 -1.230
H 3.429 -2.537 0.331
H 2.543 -5.125 -2.941
H 0.203 -5.143 -3.799
H -2.136 -4.424 -3.505
H -2.767 -2.860 -1.811
H -3.687 -2.287 -0.401
H -5.370 -2.190 1.294
H -4.835 -1.528 3.614
H -3.110 -1.016 5.304
H -0.684 -0.747 5.835
H 0.937 -0.689 3.988
C 1.370 2.836 0.669
C 2.618 2.332 -0.052
N 2.438 0.944 -0.523
C 3.716 0.220 -0.454
C 4.080 -0.053 1.024
N 2.878 -0.067 1.880
C 2.873 1.001 2.903
C 1.579 1.850 2.903
N 0.875 1.819 1.611
H 1.611 3.777 1.183
H 0.588 3.043 -0.061
H 2.873 3.007 -0.876
H 3.444 2.352 0.653
H 2.153 0.986 -1.502
H 3.611 -0.718 -1.002
H 4.527 0.797 -0.915
H 4.626 -0.995 1.090
H 4.781 0.712 1.369
H 2.833 -0.963 2.360
H 3.012 0.577 3.904
H 3.724 1.663 2.727
H 0.882 1.481 3.657
H 1.839 2.880 3.180
H -0.097 2.057 1.809
C -2.582 2.614 0.365
N -2.108 2.644 -1.002
C -2.760 3.635 -1.847
C -1.927 3.894 -3.091
C -1.649 2.552 -3.746
N -1.004 1.665 -2.790
C -0.255 0.569 -3.367
C -1.231 1.730 -1.464
O -0.592 0.983 -0.660
H -2.261 3.509 0.904
H -2.214 1.718 0.865
H -3.673 2.585 0.363
H -2.871 4.552 -1.263
H -3.762 3.290 -2.126
H -0.990 4.387 -2.827
H -2.470 4.541 -3.777
H -0.976 2.669 -4.599
H -2.583 2.106 -4.108
H 0.582 0.955 -3.953
H -0.904 -0.009 -4.028
H 0.112 -0.087 -2.575
```

Charges per atom according to Mulliken partitioning, unit e: Sc -0.53; C -1.09; C -0.40; N 0.39; C 1.06; C 0.92; C -0.71; C -0.92; C -1.23; C -1.06; C 0.30; N 0.40; C 0.62; C -1.01; C -1.30; C -0.95; C 1.10; C -0.69; C -1.13; C -0.40; N 0.43; C 0.51; H 0.46; H 0.55; H 0.48; H 0.44; H 0.46; H 0.48; H 0.30; H 0.45; H 0.45; H 0.51; H 0.48; H 0.72; C -0.49; C -0.95; N 0.06; C -0.73; C -1.05; N -0.33; C -0.97; C -0.81; N 0.20; H 0.55; H -0.09; H 0.59; H 0.33; H 0.25; H 0.38; H 0.56; H 0.60; H 0.39; H 0.50; H 0.50; H 0.40; H 0.35; H 0.50; H 0.16; C -0.86; N 0.37; C -0.65; C -0.70; C -0.64; N 0.26; C -0.77; C 0.21; O 0.26; H 0.32; H 0.01; H 0.45; H 0.39; H 0.35; H 0.30; H 0.37; H 0.37; H 0.31; H 0.36; H 0.38; H -0.08

[3]
DFT (the ωB97M-V functional and the def2-TZVPD basis) results for a 9-piece molecular cluster, C30H39N9 overall at a distorted geometry.

Summary:
- Net charge: 0
- 2S+1: 1
- HOMO level: -7.125 eV
- Relative energy (zero: lowest compared OMol25 entry of this formula, charge and spin): 61.0 kcal per mole
- SMILES: c1cc[nH]c1.c1cc[nH]c1.c1cc[nH]c1.c1cc[nH]c1.c1cc[nH]c1.c1cc[nH]c1.CC#N.CC#N.CC#N

```
78
C30H39N9 (the ωB97M-V functional and the def2-TZVPD basis)
C 4.039 3.110 1.799
C 3.690 3.949 0.602
N 3.349 4.557 -0.304
H 3.048 2.958 2.227
H 4.678 3.777 2.377
H 4.546 2.162 1.618
C -2.224 1.963 6.223
C -2.421 1.940 4.769
N -2.532 1.853 3.622
H -2.576 2.817 6.801
H -1.140 1.852 6.276
H -2.639 0.995 6.505
C -3.732 -4.622 -0.427
C -3.251 -3.310 -0.747
N -2.898 -2.272 -1.089
H -4.694 -4.914 -0.846
H -3.816 -4.662 0.659
H -3.008 -5.360 -0.773
N 0.933 -0.181 -0.123
C 1.134 1.110 0.374
C 0.007 1.358 1.128
C -0.767 0.315 1.165
C -0.312 -0.670 0.232
H 1.661 -0.629 -0.661
H 1.988 1.714 0.109
H -0.152 2.263 1.696
H -1.649 0.283 1.789
H -0.612 -1.618 -0.191
N 4.225 -2.551 -4.482
C 3.579 -1.854 -3.491
C 4.478 -1.038 -2.798
C 5.686 -1.246 -3.504
C 5.553 -2.267 -4.501
H 3.667 -3.133 -5.090
H 2.529 -2.067 -3.357
H 4.336 -0.354 -1.975
H 6.604 -0.708 -3.321
H 6.274 -2.600 -5.233
N -3.576 2.151 0.039
C -4.447 1.988 -1.020
C -5.574 2.723 -0.868
C -5.510 3.222 0.448
C -4.216 2.894 0.960
H -2.723 1.644 0.225
H -4.030 1.359 -1.792
H -6.340 2.779 -1.627
H -6.326 3.656 1.006
H -3.781 3.106 1.925
N -1.564 -0.448 -3.054
C -1.732 -0.708 -4.393
C -1.243 0.355 -5.072
C -0.818 1.327 -4.149
C -1.036 0.800 -2.899
H -1.828 -0.956 -2.222
H -2.200 -1.636 -4.685
H -1.139 0.429 -6.144
H -0.346 2.297 -4.205
H -0.780 1.271 -1.962
N -0.349 -5.464 -1.656
C 0.272 -4.525 -0.851
C 1.239 -3.878 -1.526
C 1.284 -4.415 -2.826
C 0.325 -5.368 -2.888
H -1.243 -5.868 -1.416
H -0.095 -4.344 0.148
H 1.874 -3.099 -1.131
H 2.050 -4.148 -3.539
H -0.025 -6.026 -3.670
N 2.243 2.826 6.138
C 1.232 3.672 5.588
C 0.826 3.011 4.427
C 1.482 1.790 4.330
C 2.244 1.667 5.429
H 2.895 3.119 6.852
H 1.102 4.674 5.970
H 0.088 3.429 3.759
H 1.350 0.984 3.624
H 2.831 0.792 5.666
```

Charges per atom according to Mulliken partitioning, unit e: C -0.38; C 0.28; N -0.42; H -0.04; H 0.32; H 0.30; C -0.66; C 0.34; N -0.35; H 0.30; H 0.13; H 0.27; C -0.78; C 0.37; N -0.47; H 0.33; H 0.28; H 0.05; N 0.44; C -1.37; C 0.36; C -0.16; C -1.28; H 0.11; H 0.37; H 0.37; H 0.78; H 0.36; N 0.01; C -0.58; C -0.43; C -0.55; C -0.58; H 0.24; H 0.66; H 0.48; H 0.36; H 0.37; N 0.08; C -0.36; C -0.58; C -0.68; C -0.36; H 0.35; H 0.34; H 0.41; H 0.37; H 0.36; N 0.64; C -0.48; C -0.77; C -0.54; C -0.39; H 0.17; H 0.45; H 0.39; H 0.44; H 0.33; N 0.00; C -0.81; C -0.26; C -0.07; C -0.96; H 0.28; H 0.47; H 0.61; H 0.35; H 0.40; N -0.05; C -1.07; C -0.07; C 0.04; C -0.83; H 0.19; H 0.44; H 0.47; H 0.41; H 0.44